(1)
Density functional theory data (the ωB97M-V functional and the def2-TZVPD basis) for C23H18B2Br4F4KN7O9S as an isolated structure.

LUMO energy ... 1.4 eV
Spin multiplicity ... 1
Charge ... -2
Orbital gap ... 5.3494 eV

Geometry as XYZ:
```
69
C23H18B2Br4F4KN7O9S | the Open Molecules 2025 dataset | the ωB97M-V functional and the def2-TZVPD basis
K -0.883 1.018 0.401
C 2.538 -0.846 2.146
C 2.010 -0.562 0.771
N 2.021 0.575 0.187
O 2.427 1.640 0.938
B 2.699 2.837 0.079
F 3.616 2.490 -0.932
F 3.206 3.810 0.927
O 1.482 3.426 -0.559
N 0.697 2.483 -1.192
C 0.796 2.413 -2.459
C 1.697 3.285 -3.280
C 0.057 1.267 -3.090
N -0.793 0.646 -2.370
O -1.284 -0.499 -2.963
B -1.519 -1.585 -1.996
F -2.242 -2.570 -2.662
F -2.299 -1.091 -0.887
O -0.297 -2.191 -1.443
N 0.274 -1.306 -0.565
C 1.394 -1.640 -0.058
C 2.086 -2.945 -0.299
C 0.441 0.777 -4.455
H 3.089 0.017 2.511
H 3.200 -1.714 2.127
H 1.728 -1.065 2.847
H 1.969 4.156 -2.689
H 1.213 3.594 -4.209
H 2.617 2.752 -3.528
H 1.391 -3.660 -0.732
H 2.498 -3.346 0.628
H 2.918 -2.798 -0.994
H 1.136 1.451 -4.948
H -0.450 0.650 -5.071
H 0.899 -0.210 -4.365
Br -6.301 -3.432 -1.417
C -5.352 -1.849 -1.081
C -5.108 -0.927 -2.217
Br -5.635 -1.460 -3.931
C -4.511 0.260 -2.042
Br -4.174 1.484 -3.409
C -4.057 0.680 -0.701
O -3.624 1.767 -0.451
C -4.156 -0.350 0.447
O -3.651 -0.092 1.504
C -4.917 -1.586 0.159
Br -5.164 -2.720 1.627
O 1.485 1.589 11.376
S 2.494 1.421 10.341
O 2.728 2.592 9.524
O 3.695 0.725 10.766
C 1.696 0.216 9.225
N 1.483 -0.998 9.744
C 0.895 -1.878 8.952
C 0.502 -1.584 7.657
C 0.746 -0.290 7.221
N 1.351 0.604 8.002
C 0.362 0.149 5.852
C -0.711 -0.430 5.184
C -1.024 0.007 3.908
N -0.334 0.949 3.268
C 0.697 1.504 3.910
C 1.070 1.150 5.199
H 0.735 -2.871 9.366
H 0.049 -2.333 7.022
H -1.322 -1.190 5.653
H -1.870 -0.417 3.376
H 1.257 2.247 3.354
H 1.898 1.636 5.698
```

***

(2)
Density functional theory data (the ωB97M-V functional and the def2-TZVPD basis) for C23H18BrCl2CsIN5S as an isolated structure in a non-equilibrium geometry.

LUMO energy ... -0.1 eV
Spin multiplicity ... 1
Charge ... 0
Orbital gap ... 6.4836 eV

Geometry as XYZ:
```
52
C23H18BrCl2CsIN5S | the Open Molecules 2025 dataset | the ωB97M-V functional and the def2-TZVPD basis
Cs -0.037 -0.066 0.045
Cl -0.286 -2.991 0.264
C -1.060 -3.658 1.719
C -1.164 -5.035 1.761
C -1.749 -5.625 2.868
C -2.209 -4.811 3.894
C -2.084 -3.436 3.803
Cl -2.693 -2.513 5.149
C -1.505 -2.769 2.707
S -1.373 -1.032 2.611
H -0.786 -5.625 0.939
H -1.844 -6.700 2.931
H -2.670 -5.233 4.776
Br -0.631 6.825 -0.660
C 0.432 6.609 0.879
C 0.919 7.760 1.491
C 1.706 7.666 2.625
C 2.013 6.422 3.157
C 1.531 5.275 2.550
C 0.738 5.364 1.408
I 0.072 3.592 0.588
H 0.673 8.724 1.069
H 2.077 8.569 3.092
H 2.625 6.340 4.045
H 1.763 4.302 2.960
C 4.481 -0.397 -0.364
C 3.988 -0.249 1.033
N 2.733 -0.196 1.406
C 2.746 -0.057 2.781
C 4.023 -0.034 3.233
N 4.821 -0.156 2.110
C 6.257 -0.269 2.096
N 6.730 -1.627 2.193
N 6.971 -2.325 1.059
N 7.291 -3.527 1.354
C 7.253 -3.655 2.729
C 7.517 -4.769 3.536
C 7.400 -4.595 4.892
C 7.029 -3.343 5.443
C 6.769 -2.244 4.662
C 6.895 -2.436 3.278
H 3.622 -0.490 -1.026
H 5.112 -1.278 -0.480
H 5.061 0.471 -0.685
H 1.832 -0.012 3.352
H 4.439 0.042 4.222
H 6.661 0.300 2.933
H 6.653 0.142 1.170
H 7.797 -5.718 3.101
H 7.589 -5.425 5.559
H 6.944 -3.253 6.518
H 6.481 -1.299 5.098
```

***

(3)
Density functional theory data (the ωB97M-V functional and the def2-TZVPD basis) for C23H18Cl4CsIN4O4 as an isolated structure.

LUMO energy ... 3.6 eV
Spin multiplicity ... 1
Charge ... -2
Orbital gap ... 4.1184 eV

Geometry as XYZ:
```
55
C23H18Cl4CsIN4O4 | the Open Molecules 2025 dataset | the ωB97M-V functional and the def2-TZVPD basis
Cs -2.227 -0.060 0.162
Cl -3.606 5.132 4.699
C -3.409 4.381 3.142
C -4.291 4.649 2.121
Cl -5.613 5.756 2.373
C -4.119 4.018 0.877
Cl -5.233 4.369 -0.413
C -3.092 3.091 0.586
O -3.001 2.546 -0.565
C -2.113 2.835 1.678
O -1.095 2.082 1.512
C -2.348 3.489 2.905
Cl -1.214 3.164 4.186
N -1.494 -1.845 2.975
C -2.073 -3.178 3.117
C -1.878 -4.009 1.851
C -2.349 -3.207 0.609
O -3.560 -2.932 0.547
O -1.426 -2.845 -0.164
H -0.535 -1.879 2.652
H -1.545 -1.293 3.818
H -3.146 -3.053 3.285
H -1.663 -3.741 3.974
H -2.464 -4.927 1.946
H -0.825 -4.273 1.729
N 0.562 1.653 -0.570
C 1.719 1.643 -1.249
C 1.892 2.265 -2.480
C 3.110 2.188 -3.164
C 4.191 1.512 -2.659
C 4.071 0.880 -1.402
C 5.123 0.161 -0.801
C 4.934 -0.429 0.421
C 3.685 -0.292 1.045
N 2.681 0.364 0.519
C 2.847 0.944 -0.687
H -0.203 2.274 -0.797
H 0.523 1.311 0.378
H 1.063 2.805 -2.920
H 3.187 2.685 -4.125
H 5.129 1.458 -3.199
H 6.071 0.086 -1.322
H 5.721 -0.990 0.909
H 3.514 -0.746 2.017
I -2.193 -1.842 -4.522
C -0.493 -2.224 -3.378
C -0.319 -3.439 -2.744
C 0.833 -3.625 -1.998
C 1.746 -2.586 -1.916
N 1.566 -1.408 -2.504
C 0.462 -1.230 -3.213
H -1.077 -4.206 -2.805
H 1.001 -4.542 -1.453
H 2.652 -2.693 -1.329
H 0.322 -0.249 -3.656
```

***

(4)
Density functional theory data (the ωB97M-V functional and the def2-TZVPD basis) for a 2-piece molecular cluster, C23H18NO10P overall in a non-equilibrium geometry.

LUMO energy ... -1.7 eV
Spin multiplicity ... 1
Charge ... 0
Orbital gap ... 8.0526 eV

Geometry as XYZ:
```
53
C23H18NO10P | the Open Molecules 2025 dataset | the ωB97M-V functional and the def2-TZVPD basis
C 2.271 0.490 3.317
C 2.453 1.766 2.550
O 2.321 2.826 3.099
N 2.827 1.724 1.192
C 2.860 0.390 0.576
C 2.190 2.749 0.411
C 3.002 3.817 0.038
C 2.535 4.881 -0.719
C 1.210 4.910 -1.116
C 0.387 3.852 -0.758
C 0.852 2.769 0.001
C -0.108 1.677 0.308
O -0.110 1.038 1.330
C -1.141 1.412 -0.744
C -1.672 0.145 -0.951
C -2.638 -0.030 -1.932
C -3.081 1.047 -2.712
P -4.337 0.763 -3.972
O -5.705 0.700 -3.486
O -4.117 1.915 -5.057
O -3.865 -0.602 -4.688
C -2.550 2.315 -2.481
C -1.586 2.497 -1.496
C -1.025 3.843 -1.216
O -1.680 4.839 -1.359
H 1.689 0.698 4.202
H 1.736 -0.260 2.743
H 3.231 0.048 3.576
H 1.890 -0.094 0.517
H 3.543 -0.224 1.150
H 3.298 0.487 -0.413
H 4.034 3.810 0.351
H 3.232 5.660 -0.980
H 0.819 5.730 -1.695
H -1.338 -0.671 -0.335
H -3.080 -0.999 -2.117
H -3.238 1.878 -5.453
H -2.906 -0.683 -4.592
H -2.899 3.147 -3.076
O 1.851 -6.952 1.831
C 1.056 -6.032 1.819
C 1.377 -4.691 1.355
C 0.439 -3.737 1.395
O 0.649 -2.487 0.992
C -0.949 -4.003 1.907
O -1.731 -3.071 1.913
C -1.276 -5.346 2.351
C -0.339 -6.303 2.311
O -0.563 -7.553 2.698
H 2.378 -4.509 0.990
H -0.193 -2.015 1.151
H -2.281 -5.530 2.703
H 0.278 -8.033 2.570
```

***

(5)
Density functional theory data (the ωB97M-V functional and the def2-TZVPD basis) for C23H18NO3PReS5SbSe as an isolated structure in a non-equilibrium geometry.

LUMO energy (spin up / spin down) ... -8.9 / -8.9 eV
Spin multiplicity ... 1
Charge ... +2
Orbital gap (spin up / spin down) ... 5.8840 / 5.8862 eV

Geometry as XYZ:
```
54
C23H18NO3PReS5SbSe | the Open Molecules 2025 dataset | the ωB97M-V functional and the def2-TZVPD basis
Re -0.243 0.738 -2.461
O 3.886 2.289 -2.112
S 2.643 1.918 -1.565
O 1.617 3.123 -1.534
O 1.905 0.798 -2.245
C 2.684 1.500 0.103
C 3.886 1.653 0.775
C 3.940 1.308 2.121
C 2.812 0.819 2.750
C 1.616 0.661 2.051
C 1.520 1.006 0.709
P -0.151 0.742 -0.024
C -0.505 -0.904 0.605
C 0.477 -1.869 0.361
C 0.381 -3.118 0.942
C -0.713 -3.424 1.744
C -1.693 -2.473 1.982
C -1.589 -1.204 1.427
C -1.229 1.955 0.749
C -0.688 3.060 1.404
C -1.521 3.930 2.094
C -2.885 3.690 2.148
C -3.432 2.600 1.479
C -2.612 1.744 0.768
H 4.754 2.029 0.255
H 4.866 1.418 2.668
H 2.850 0.546 3.794
H 0.756 0.259 2.569
H 1.345 -1.632 -0.247
H 1.152 -3.854 0.769
H -0.792 -4.405 2.191
H -2.532 -2.707 2.622
H -2.332 -0.459 1.673
H 0.376 3.249 1.392
H -1.099 4.786 2.601
H -3.528 4.355 2.707
H -4.496 2.419 1.513
H -3.056 0.893 0.260
S -2.217 3.856 -4.911
Sb -2.246 3.868 -2.760
S -2.354 1.134 -2.498
S 0.425 2.989 -2.776
S -2.715 4.914 -0.944
Se 0.023 -1.316 -3.572
C 0.103 -3.011 -2.690
C 1.240 -3.795 -2.753
C 1.150 -5.057 -2.177
N 0.049 -5.538 -1.602
C -1.030 -4.762 -1.594
C -1.067 -3.475 -2.116
H 2.149 -3.464 -3.233
H 2.010 -5.714 -2.189
H -1.921 -5.180 -1.142
H -1.969 -2.885 -2.080
```

***

| no. | calculated total energy (a.u.) |
| --- | --- |
| 1 | -13691.44305 |
| 2 | -5371.45599 |
| 3 | -3565.99041 |
| 4 | -2035.88928 |
| 5 | -6219.35044 |